# C2H16O5S

A 6-piece molecular cluster, C2H16O5S overall (the ωB97M-V functional and the def2-TZVPD basis, OMol25).

Summary:
E_HOMO: -9.1 eV
relative energy (zero: lowest compared OMol25 entry of this formula, charge and spin): 4.6 kcal per mole
strongest force on any atom: 0.93 eV Å⁻¹
E: -860.1836 a.u.

The geometry in ORCA input format:
```
! RIJCOSX wB97M-V def2-TZVPD def2/J DEFGRID3
* xyz 0 1
C 1.204 0.363 -1.758
C 2.011 -0.367 -0.686
S 3.192 0.686 0.266
H 0.156 0.423 -1.466
H 1.549 1.392 -1.855
H 1.317 -0.130 -2.722
H 2.548 -1.236 -1.064
H 1.338 -0.773 0.069
H 2.406 0.771 1.340
O -0.846 -2.853 -0.322
H 0.049 -3.163 -0.437
H -0.826 -2.099 0.275
O -2.509 1.957 -0.482
H -2.074 1.975 -1.338
H -2.791 1.023 -0.360
O -1.561 -1.061 1.879
H -1.159 -0.172 1.925
H -1.993 -1.196 2.707
O -2.968 -0.800 -0.695
H -2.916 -1.219 0.174
H -2.607 -1.552 -1.181
O -0.350 1.273 1.361
H -0.890 1.441 0.573
H 0.039 2.141 1.555
*
```